{"formula": "C33H34F4I2N4OW", "method": "the ωB97M-V functional and the def2-TZVPD basis", "homo_lumo_gap_ev": [6.59, 7.14], "energy_ev": -71678.0967, "total_charge": 0, "e_above_lowest_kcal_mol": 2.91, "spin_multiplicity": 3, "symbols": ["H", "C", "C", "H", "C", "H", "C", "C", "C", "W", "H", "C", "F", "C", "F", "H", "C", "H", "C", "H", "C", "N", "N", "C", "N", "C", "F", "C", "C", "O", "H", "H", "C", "H", "C", "H", "H", "H", "C", "H", "H", "H", "H", "H", "H", "F", "C", "H", "H", "N", "H", "H", "H", "C", "C", "H", "C", "C", "H", "C", "C", "H", "C", "C", "C", "C", "C", "H", "H", "I", "C", "I", "C", "C", "H", "H", "H", "H", "H"], "coordinates": [[-1.7122, -2.9947, 6.8246], [1.8483, -4.8171, -1.2476], [-1.9045, -0.9406, 2.4977], [-0.8007, -2.5122, 4.6062], [-2.1426, -3.8099, 3.5525], [0.4804, -4.1527, 2.8985], [-1.9620, 1.4418, 3.0372], [2.8565, -3.3563, 0.8660], [-1.0190, -2.0892, 2.0541], [-0.4627, -0.8557, 0.3333], [0.5198, -3.2822, -2.9384], [-1.1740, 0.3624, -2.4420], [-3.9150, 2.4169, 3.8730], [0.2463, -3.0617, -1.8967], [-1.3872, 2.6657, 3.1046], [4.0861, -5.0566, 1.2702], [-1.6216, -3.2105, 4.6993], [1.4411, -5.3874, -2.0727], [-1.0782, 2.0489, -0.8614], [0.8914, -1.1407, -1.8679], [-1.5023, -3.5433, 2.1824], [-0.0015, -1.6251, -1.7529], [2.2013, 1.4632, -0.0180], [3.2164, 0.7000, -0.7361], [-0.8399, 0.7799, -1.2150], [-1.6625, 2.9572, -1.7251], [-3.9752, -2.0847, 2.6454], [2.8275, -5.3673, -0.4412], [-3.7172, -4.9791, 4.9743], [1.4226, -1.5568, 0.3466], [-1.9604, 0.8631, -4.3694], [-0.7992, 2.3233, 0.1456], [2.2280, 1.2677, 1.4304], [1.5039, 3.4328, 0.1689], [0.8888, 1.4983, 2.1066], [-3.3654, -3.5174, 1.0099], [-3.5991, -4.5838, 7.0807], [2.7802, 0.0630, -1.5127], [1.8625, -2.7788, 0.0699], [3.9439, 1.3633, -1.2149], [-0.6925, -3.5827, -1.6892], [1.0772, 1.6166, 3.1818], [2.0620, 2.9947, -1.4427], [-0.5396, -5.4848, 2.3444], [-1.8925, -1.6274, -2.6205], [-2.2493, -1.2123, -0.3514], [-3.1909, -4.3700, 6.1022], [0.2216, -4.4138, 1.1705], [-1.8982, -3.7521, 0.0823], [-0.0136, 0.3688, 1.9327], [-2.5292, -5.0777, 1.0522], [-3.6431, -5.1792, 2.8577], [3.2400, 3.3158, -0.1557], [-1.7286, 1.2250, -3.3775], [-3.2669, -0.9517, 2.7967], [2.9691, 1.9436, 1.8926], [3.3332, -4.6325, 0.6223], [-3.9705, 0.1324, 3.2806], [-2.4397, 3.2164, -3.7087], [-1.9832, 2.5324, -3.0063], [-0.9465, -1.0925, -2.7340], [3.7643, 0.0368, -0.0651], [-2.3910, -3.9968, 1.0248], [-1.2632, 0.3380, 2.5365], [-2.1373, -3.4818, 5.9569], [-3.2819, 1.3247, 3.4138], [1.3594, -3.5397, -0.9994], [-0.1137, -1.9869, 2.6689], [2.5399, 0.2492, 1.6394], [3.5264, -7.2866, -0.8057], [-0.2529, -4.4505, 2.1472], [3.5655, -2.3721, 2.5468], [2.2568, 2.8652, -0.3754], [-3.1974, -4.7023, 3.7187], [-5.0127, 0.0525, 3.5442], [-1.8536, 3.9651, -1.3880], [0.4659, 2.4576, 1.7877], [-4.5432, -5.6709, 5.0692], [-0.5840, -1.2308, -3.7587]], "atomic_forces_ev_per_a": [[0.011, 0.014, 0.031], [0.062, 0.062, 0.132], [-0.086, -0.079, -0.073], [0.038, 0.028, 0.031], [0.083, -0.028, 0.072], [0.001, 0.022, 0.037], [-0.234, 0.039, -0.007], [0.160, -0.379, -0.038], [0.222, 0.328, 0.024], [-0.809, -0.782, 0.592], [-0.075, -0.008, 0.059], [-0.077, 0.329, -0.064], [0.010, -0.067, -0.011], [0.037, 0.034, -0.179], [-0.059, -0.017, -0.003], [0.025, -0.014, 0.014], [0.010, -0.010, -0.102], [-0.012, -0.019, -0.037], [-0.061, 0.008, -0.254], [-0.079, -0.072, -0.052], [0.042, -0.168, 0.159], [0.266, 0.175, -0.031], [-0.156, -0.130, 0.053], [0.075, -0.072, 0.062], [0.139, 0.212, 0.000], [0.114, -0.190, 0.093], [-0.021, 0.113, -0.007], [-0.082, 0.220, 0.034], [0.013, 0.007, 0.010], [0.304, 0.130, -0.002], [-0.035, 0.012, -0.024], [0.019, -0.021, 0.028], [0.160, 0.139, -0.009], [-0.053, 0.019, 0.023], [0.083, -0.012, 0.330], [-0.028, 0.028, 0.031], [-0.009, -0.001, 0.032], [-0.031, 0.070, -0.070], [-0.284, 0.226, -0.005], [0.031, -0.031, -0.002], [0.049, 0.014, 0.059], [0.009, 0.015, -0.077], [-0.010, -0.018, 0.006], [-0.007, -0.010, 0.016], [0.072, 0.019, -0.017], [-0.071, 0.091, -0.071], [-0.023, -0.010, 0.017], [0.056, 0.007, -0.123], [0.022, -0.010, 0.043], [0.062, 0.243, -0.170], [-0.032, -0.060, -0.027], [-0.015, -0.021, -0.028], [-0.024, -0.019, 0.030], [0.107, -0.113, 0.176], [-0.031, -0.009, 0.049], [-0.024, -0.025, 0.020], [-0.009, -0.038, -0.054], [0.253, 0.111, -0.063], [0.013, 0.021, -0.026], [-0.082, 0.132, -0.045], [-0.078, -0.062, -0.016], [-0.036, 0.003, 0.008], [-0.004, 0.065, -0.142], [0.243, -0.162, -0.255], [0.006, 0.003, -0.003], [0.007, 0.000, 0.030], [0.011, -0.194, -0.035], [-0.029, -0.025, -0.026], [-0.010, -0.046, -0.017], [0.062, -0.149, -0.031], [-0.060, 0.025, 0.031], [-0.017, 0.159, 0.069], [-0.022, 0.067, -0.100], [0.002, -0.025, -0.025], [-0.051, -0.008, 0.009], [-0.019, 0.029, -0.048], [0.003, -0.073, -0.088], [-0.039, -0.036, 0.000], [0.001, -0.008, 0.049]], "lowdin_spin": [0.00, 0.00, 0.01, 0.00, 0.00, 0.00, 0.01, 0.01, 0.01, 1.55, 0.00, 0.02, 0.00, 0.01, 0.00, 0.00, 0.00, 0.00, 0.02, 0.00, 0.00, 0.02, 0.01, 0.00, 0.02, 0.00, 0.00, 0.01, 0.00, 0.08, 0.00, 0.00, 0.00, 0.00, 0.01, 0.00, 0.00, 0.00, 0.01, 0.00, 0.00, 0.00, 0.00, 0.00, 0.00, 0.05, 0.00, 0.00, 0.00, 0.08, 0.00, 0.00, 0.00, 0.00, 0.00, 0.00, 0.00, 0.01, 0.00, 0.02, 0.00, 0.00, 0.00, 0.00, 0.00, 0.00, 0.01, 0.01, 0.00, 0.00, 0.00, 0.00, 0.00, 0.00, 0.00, 0.00, 0.00, 0.00, 0.00]}